A | C3H15N2O3 | the ωB97M-V functional and the def2-TZVPD basis

Element x y z (Å)
O -0.19 -0.78 -2.21
O -2.67 -2.96 -3.36
O 2.49 2.14 1.72
N 1.53 -0.04 0.02
N -0.88 -0.83 1.85
C 1.19 2.16 1.06
C 0.83 0.72 1.07
C -0.77 0.39 1.04
H -1.68 -0.84 2.46
H -0.64 -0.37 -2.98
H 1.51 2.60 0.09
H 2.02 0.67 -0.50
H -3.03 -2.51 -2.60
H 0.57 2.95 1.58
H 1.08 0.35 2.07
H -1.13 0.22 0.00
H -1.23 1.25 1.51
H 0.99 -0.60 -0.63
H -0.40 -1.70 -2.45
H -3.25 -3.09 -4.10
H 2.21 -0.70 0.48
H 2.45 2.69 2.54
H -1.01 -1.70 1.35

- HOMO (eV) = -13.21
- charge = +1

Atom charges from the Löwdin analysis, given in e for atoms 1 to 6: -0.06, -0.05, -0.10, 0.25, 0.00, -0.19

=====

B | C3H15N2O3 | the ωB97M-V functional and the def2-TZVPD basis

Element x y z (Å)
O 1.78 -0.51 2.12
O -3.23 0.19 -1.57
O -0.56 -2.11 1.74
N 2.30 1.53 -0.68
N -0.25 -1.12 -0.85
C 1.58 0.36 -0.71
C -0.72 1.33 -0.32
C 0.24 0.25 -0.68
H -0.29 2.20 -0.84
H -1.72 1.12 -0.69
H 0.28 -1.58 -1.58
H 1.85 2.41 -0.51
H 2.27 -0.33 2.92
H -0.25 -1.62 0.06
H 2.23 -0.49 -0.82
H 3.25 1.49 -0.37
H -1.21 -1.18 -1.21
H -0.80 -2.72 2.45
H 0.31 -1.78 2.04
H -0.81 1.59 0.75
H 1.34 0.33 1.96
H -3.71 0.47 -2.35
H -3.88 0.17 -0.86

- HOMO (eV) = -12.08
- charge = +1

Atom charges from the Löwdin analysis, given in e for atoms 1 to 6: -0.03, -0.05, -0.06, 0.11, 0.22, -0.17

=====

Of them, A has the lowest stability.

=====

A | C5H11N2O2 | the ωB97M-V functional and the def2-TZVPD basis

Element x y z (Å)
O 0.02 1.35 0.71
O -1.95 -1.10 0.43
N -0.68 -1.14 0.78
N 2.17 -1.45 1.01
C -0.68 -0.43 -1.26
C -0.65 2.08 -0.31
C 1.62 -0.76 -0.18
C -1.98 -0.76 -0.96
C 0.13 -0.66 -0.15
H -0.26 -0.15 -2.23
H 2.03 -1.29 -1.00
H 3.15 -1.23 1.14
H -1.68 2.29 0.19
H -2.92 -0.59 -1.36
H -0.42 1.56 1.52
H -0.77 1.64 -1.28
H -0.55 -1.59 1.65
H 1.91 0.30 -0.26
H -0.16 3.05 -0.30
H 1.70 -1.12 1.87

- HOMO (eV) = -13.71
- charge = +1

Atom charges from the Löwdin analysis, given in e for atoms 1 to 6: -0.12, 0.06, 0.10, 0.03, -0.02, -0.09

=====

B | C5H11N2O2 | the ωB97M-V functional and the def2-TZVPD basis

Element x y z (Å)
O 2.78 -1.06 -0.38
O -0.19 0.65 0.92
N 0.78 -2.18 0.12
N -2.14 -0.38 -0.54
C 0.80 2.52 -0.48
C 1.04 0.15 0.50
C -3.11 -0.85 0.14
C 0.91 1.57 0.68
C 1.53 -1.02 0.11
H 1.78 2.96 -0.66
H 0.10 3.32 -0.25
H -3.90 -1.43 -0.33
H 1.29 2.00 1.60
H 1.30 -3.05 0.07
H 3.09 -1.96 -0.52
H -2.06 -0.54 -1.54
H -3.16 -0.66 1.20
H 0.48 2.01 -1.39
H -1.37 0.17 -0.06
H 0.04 -2.21 0.81

- HOMO (eV) = -11.24
- charge = +1

Atom charges from the Löwdin analysis, given in e for atoms 1 to 6: 0.11, -0.04, 0.13, 0.20, -0.02, -0.17

=====

Of them, A has the lowest stability.

=====

A | C13H23CsN2O10P2S | the ωB97M-V functional and the def2-TZVPD basis

Element x y z (Å)
Cs 0.04 -0.75 1.07
S -3.10 -2.04 0.37
P -1.88 1.29 -0.95
P 1.00 2.29 -0.73
O 1.74 3.70 -0.63
O 4.29 2.79 0.04
O -1.06 0.11 -1.77
O 1.28 1.42 0.43
O -3.05 1.71 -1.76
O -1.98 0.78 0.45
O -2.03 -2.36 1.39
O 1.49 1.63 -2.10
O -0.79 3.24 -2.36
O 0.90 -3.43 0.77
N 6.48 2.37 -0.21
N 3.63 -1.16 1.28
C 4.41 -2.09 0.74
C -4.02 -3.60 0.14
C -1.20 3.78 0.00
C 5.80 -0.46 -0.30
C -5.43 -0.61 0.22
C -4.48 -4.23 1.45
C -4.36 -1.05 1.22
C 5.21 1.99 0.04
C 5.51 -1.79 -0.06
C -0.73 2.75 -1.02
C 0.10 -3.97 0.18
C 5.00 0.53 0.26
C 3.91 0.12 1.04
H 1.05 2.12 -2.82
H -4.76 -1.61 2.06
H -4.74 -5.28 1.29
H -2.26 3.99 -0.15
H -3.28 -4.23 -0.36
H -0.63 4.71 -0.11
H -4.96 -0.10 -0.63
H -3.67 -4.19 2.18
H 4.15 -3.12 0.95
H 6.63 -0.19 -0.95
H -1.28 0.17 -2.70
H 3.25 0.87 1.45
H -5.35 -3.72 1.85
H 7.25 1.76 -0.02
H -3.78 -0.20 1.57
H 6.67 3.35 -0.33
H -1.70 3.08 -2.65
H 2.66 3.54 -0.33
H -6.02 -1.45 -0.14
H -6.11 0.10 0.70
H 6.10 -2.58 -0.49
H -4.83 -3.40 -0.55
H -1.07 3.39 1.01

- HOMO (eV) = -8.75

Atom charges from the Löwdin analysis, given in e for atoms 1 to 6: 1.48, 0.88, 0.27, 0.45, -0.11, 0.06

=====

B | C13H23CsN2O10P2S | the ωB97M-V functional and the def2-TZVPD basis

Element x y z (Å)
Cs 0.58 -1.53 -0.98
S -1.53 -4.66 -1.95
P 0.77 0.15 2.11
P 3.38 -0.75 0.92
O 2.91 -0.59 3.48
O 4.96 -0.53 1.05
O 0.49 -1.16 1.44
O 3.23 -2.29 1.31
O -3.99 5.44 -0.93
O 2.87 -0.43 -0.43
O 0.48 1.35 1.04
O -0.57 -3.48 -2.13
O -1.77 -0.27 -1.86
O 0.24 0.55 3.44
N -2.57 7.19 -0.84
N -0.94 2.79 -1.84
C -1.91 3.69 -1.66
C 3.20 1.58 2.38
C -2.85 5.86 -0.95
C 0.42 -5.54 -0.19
C 2.62 0.17 2.29
C -3.80 -3.57 -0.90
C -2.49 -4.26 -0.49
C -1.68 4.93 -1.09
C 0.31 3.08 -1.50
C -0.38 5.22 -0.68
C -1.20 0.25 -2.68
C -0.53 -5.97 -1.30
C 0.62 4.29 -0.88
H 0.01 -6.36 -2.16
H -4.36 -3.30 -0.01
H 3.20 -2.34 2.29
H 1.15 -4.81 -0.53
H -1.65 7.55 -1.00
H 1.63 4.50 -0.56
H 1.06 2.32 -1.67
H -3.60 -2.66 -1.46
H 2.15 -0.46 4.07
H 3.17 2.09 1.41
H 0.97 -6.41 0.17
H -1.23 -6.75 -0.97
H -3.35 7.82 -0.79
H 4.23 1.53 2.73
H 5.28 0.13 0.42
H -2.67 -5.19 0.05
H -1.91 -3.58 0.14
H -4.42 -4.22 -1.52
H 2.60 2.17 3.08
H -2.91 3.40 -1.95
H -0.15 6.16 -0.19
H 0.06 2.02 1.60
H -0.11 -5.11 0.66

- HOMO (eV) = -9.38

Atom charges from the Löwdin analysis, given in e for atoms 1 to 6: 1.57, 0.94, 0.27, 0.43, -0.08, -0.10

=====

C | C13H23CsN2O10P2S | the ωB97M-V functional and the def2-TZVPD basis

Element x y z (Å)
Cs 1.84 1.37 0.16
S 1.37 -0.48 -3.01
P 0.50 -2.02 0.95
P -0.41 0.01 2.94
O 0.48 -3.46 0.64
O -0.11 -0.97 0.05
O -1.42 0.44 1.79
O -3.74 1.64 -0.39
O 2.03 -1.49 1.15
O -1.34 0.20 4.23
O 0.85 0.77 3.03
O 5.00 0.34 0.41
O 2.59 0.28 -2.57
O 0.67 -2.31 3.62
N -0.23 3.86 0.09
N -4.22 1.93 1.82
C -0.32 4.92 0.89
C 5.24 -0.69 0.03
C -1.58 -2.48 2.72
C -1.43 5.18 1.68
C 1.65 -2.19 -2.50
C -1.27 3.04 0.04
C 2.83 -1.17 -5.30
C -0.23 -1.78 2.64
C 0.44 -3.07 -2.75
C 1.48 -0.67 -4.80
C -2.49 4.29 1.65
C -3.50 2.17 0.68
C -2.41 3.19 0.81
H -1.20 2.18 -0.63
H 1.27 0.32 -5.18
H -0.80 0.46 4.99
H -3.37 4.46 2.26
H -0.47 -2.60 -2.38
H -3.73 2.02 2.69
H -1.45 6.06 2.31
H 1.84 -2.09 -1.43
H 2.56 -2.53 -2.98
H -1.44 -3.54 2.50
H 0.56 -4.01 -2.21
H -2.28 -2.09 1.98
H 2.51 -2.08 1.75
H 3.64 -0.62 -4.80
H -1.13 -0.05 0.96
H 2.91 -1.00 -6.37
H -2.02 -2.37 3.71
H 0.65 -1.32 -5.09
H 0.67 -3.27 3.50
H 0.31 -3.30 -3.81
H 2.97 -2.23 -5.12
H -4.83 1.14 1.75
H 0.53 5.59 0.91

- HOMO (eV) = -8.99

Atom charges from the Löwdin analysis, given in e for atoms 1 to 6: 1.13, 0.87, 0.29, 0.43, -0.28, -0.42

=====

Of them, B has the lowest stability.